1.
A cluster of 13 separate species, C52H78O39 in total. Source: the Open Molecules 2025 dataset; level of theory: ωB97M-V/def2-TZVPD.

Computed properties:
**HOMO-LUMO gap**: 9.5 eV
**HOMO energy**: -9.952 eV

Geometry as ORCA input:
```
! wB97M-V def2-TZVPD RIJCOSX def2/J DEFGRID3
* xyz 0 1
C -6.086 -11.200 6.375
C -5.946 -11.491 4.910
C -5.229 -10.539 3.952
O -3.971 -11.186 3.769
C -3.887 -12.408 4.365
O -2.889 -13.169 4.518
O -5.135 -12.614 4.915
H -6.733 -10.337 6.535
H -5.130 -10.905 6.806
H -6.325 -12.138 6.876
H -6.903 -11.734 4.448
H -5.175 -9.531 4.365
H -5.723 -10.533 2.980
C -1.828 -8.590 -3.961
C -0.582 -9.391 -3.880
C 0.519 -9.051 -2.766
O 0.540 -10.247 -1.939
C -0.406 -11.111 -2.357
O -0.884 -11.975 -1.603
O -1.034 -10.615 -3.413
H -2.296 -8.353 -3.005
H -2.608 -9.218 -4.393
H -1.729 -7.581 -4.362
H -0.133 -9.607 -4.849
H 0.391 -8.081 -2.286
H 1.503 -9.018 -3.234
C -4.980 -9.087 -1.712
C -4.146 -8.276 -0.662
C -4.674 -8.081 0.756
O -3.507 -8.152 1.592
C -2.588 -8.811 0.793
O -1.489 -9.054 1.175
O -3.152 -9.143 -0.379
H -4.520 -9.705 -2.482
H -5.801 -8.643 -2.275
H -5.555 -9.753 -1.068
H -3.628 -7.412 -1.078
H -5.501 -8.713 1.079
H -5.087 -7.074 0.709
C -5.137 -0.892 3.515
C -4.678 -1.984 2.559
C -3.337 -2.582 2.828
O -3.643 -4.007 2.867
C -4.979 -4.216 2.647
O -5.437 -5.282 2.952
O -5.614 -3.083 2.546
H -4.910 0.159 3.333
H -4.697 -1.023 4.503
H -6.218 -0.981 3.616
H -4.744 -1.653 1.523
H -3.024 -2.237 3.814
H -2.514 -2.498 2.118
C -9.107 -10.034 -3.103
C -8.831 -11.501 -2.812
C -8.696 -11.866 -1.379
O -9.313 -13.125 -1.467
C -10.200 -13.173 -2.479
O -10.878 -14.129 -2.747
O -9.844 -12.192 -3.386
H -8.486 -9.279 -2.620
H -10.155 -9.756 -2.992
H -8.795 -9.711 -4.096
H -7.870 -11.789 -3.237
H -9.252 -11.173 -0.747
H -7.643 -11.923 -1.103
C 1.448 -7.346 2.108
C 1.656 -7.842 0.662
C 1.991 -6.742 -0.365
O 3.327 -6.924 -0.722
C 3.809 -7.902 -0.060
O 5.002 -8.151 -0.068
O 2.802 -8.630 0.515
H 0.511 -6.827 2.310
H 2.182 -6.573 2.335
H 1.523 -8.209 2.770
H 0.809 -8.439 0.323
H 2.004 -5.798 0.182
H 1.365 -6.831 -1.252
C -3.825 -7.062 6.830
C -2.569 -7.384 5.941
C -2.539 -7.048 4.431
O -1.271 -6.397 4.256
C -0.708 -6.123 5.382
O 0.358 -5.558 5.618
O -1.586 -6.423 6.352
H -4.214 -7.958 7.313
H -4.657 -6.617 6.283
H -3.597 -6.384 7.653
H -2.165 -8.368 6.180
H -3.371 -6.388 4.187
H -2.727 -8.008 3.950
C 1.302 -12.792 2.332
C 0.632 -11.452 2.814
C -0.559 -11.554 3.694
O 0.022 -11.145 4.914
C 1.232 -10.578 4.757
O 1.848 -9.928 5.604
O 1.531 -10.696 3.507
H 0.761 -13.390 1.598
H 1.422 -13.557 3.099
H 2.268 -12.460 1.952
H 0.351 -10.861 1.942
H -0.738 -12.601 3.937
H -1.421 -10.956 3.396
C -4.526 -6.343 -4.095
C -4.831 -4.860 -4.298
C -4.877 -4.434 -5.666
O -5.841 -3.511 -5.747
C -6.641 -3.618 -4.720
O -7.665 -2.977 -4.495
O -6.166 -4.685 -4.019
H -3.444 -6.462 -4.166
H -4.736 -6.915 -4.999
H -4.750 -6.825 -3.144
H -4.290 -4.174 -3.646
H -5.225 -5.263 -6.283
H -4.000 -3.999 -6.147
C -4.334 -13.971 -2.041
C -4.192 -13.775 -0.609
C -3.630 -12.394 -0.177
O -4.642 -11.991 0.716
C -5.650 -12.908 0.860
O -6.593 -12.881 1.662
O -5.418 -13.919 0.066
H -4.619 -15.016 -2.164
H -3.406 -13.703 -2.546
H -5.185 -13.395 -2.406
H -3.500 -14.520 -0.217
H -3.471 -11.719 -1.018
H -2.638 -12.405 0.275
C -6.432 -11.769 -8.817
C -5.407 -11.800 -7.756
C -4.597 -10.568 -7.518
O -4.894 -10.172 -6.224
C -5.786 -11.016 -5.658
O -6.281 -10.709 -4.574
O -5.956 -12.122 -6.407
H -6.908 -12.749 -8.840
H -6.107 -11.487 -9.819
H -7.232 -11.146 -8.417
H -4.803 -12.673 -8.004
H -4.802 -9.816 -8.280
H -3.524 -10.761 -7.511
C 0.430 -3.136 0.590
C -0.829 -3.528 -0.248
C -0.673 -3.242 -1.706
O -0.886 -4.469 -2.261
C -1.225 -5.358 -1.342
O -1.779 -6.413 -1.622
O -0.948 -4.900 -0.126
H 0.400 -2.087 0.886
H 1.270 -3.296 -0.086
H 0.445 -3.713 1.515
H -1.673 -2.960 0.144
H 0.190 -2.721 -2.119
H -1.547 -2.606 -1.850
C -10.631 -10.943 3.710
C -9.861 -10.710 2.346
C -10.830 -10.176 1.431
O -10.048 -9.249 0.686
C -8.911 -9.099 1.197
O -7.982 -8.478 0.670
O -8.859 -9.739 2.351
H -11.087 -10.003 4.020
H -10.027 -11.221 4.574
H -11.268 -11.798 3.483
H -9.572 -11.681 1.942
H -11.800 -9.812 1.770
H -11.246 -10.857 0.689
*
```

=====

2.
A cluster of 13 separate species, C52H78O39 in total. Source: the Open Molecules 2025 dataset; level of theory: ωB97M-V/def2-TZVPD.

Computed properties:
**HOMO-LUMO gap**: 10.6 eV
**HOMO energy**: -10.280 eV

Geometry as ORCA input:
```
! wB97M-V def2-TZVPD RIJCOSX def2/J DEFGRID3
* xyz 0 1
C 1.498 -0.568 -6.518
C 0.700 -1.281 -5.409
C 0.967 -0.751 -4.002
O -0.320 -0.382 -3.566
C -1.236 -0.671 -4.455
O -2.407 -0.467 -4.291
O -0.747 -1.126 -5.578
H 0.991 0.367 -6.656
H 1.454 -1.058 -7.513
H 2.508 -0.562 -6.271
H 0.887 -2.368 -5.295
H 1.591 0.158 -3.993
H 1.311 -1.531 -3.347
C 7.427 -4.148 4.296
C 6.351 -3.542 3.417
C 5.396 -2.505 3.976
O 4.969 -1.840 2.727
C 5.975 -1.885 1.919
O 6.111 -1.262 0.891
O 6.916 -2.741 2.338
H 8.003 -3.271 4.696
H 8.083 -4.790 3.657
H 6.880 -4.675 5.116
H 5.794 -4.375 2.882
H 5.888 -1.803 4.651
H 4.508 -2.925 4.461
C 2.210 3.713 -5.401
C 1.771 3.556 -3.994
C 1.119 4.808 -3.418
O -0.276 4.589 -3.717
C -0.503 3.228 -3.802
O -1.566 2.664 -3.695
O 0.664 2.608 -3.926
H 2.493 2.725 -5.818
H 3.197 4.190 -5.559
H 1.412 4.137 -6.050
H 2.560 3.070 -3.405
H 1.422 5.773 -3.775
H 1.185 4.773 -2.275
C 6.136 2.228 0.102
C 5.109 2.136 -1.040
C 4.564 0.802 -1.402
O 3.172 0.976 -1.842
C 2.727 2.046 -1.131
O 1.566 2.452 -1.040
O 3.759 2.795 -0.706
H 7.101 2.387 -0.290
H 6.241 1.303 0.698
H 5.885 3.097 0.726
H 5.446 2.727 -1.860
H 4.433 0.077 -0.648
H 5.093 0.296 -2.175
C -2.746 -4.735 -4.800
C -2.755 -3.939 -3.470
C -2.658 -4.779 -2.250
O -1.255 -4.722 -1.852
C -0.645 -3.804 -2.615
O 0.521 -3.534 -2.548
O -1.533 -3.175 -3.411
H -3.699 -5.221 -4.994
H -1.787 -5.348 -4.784
H -2.599 -4.009 -5.569
H -3.493 -3.176 -3.379
H -2.942 -5.800 -2.468
H -3.231 -4.367 -1.417
C 1.971 -5.668 -0.215
C 2.399 -4.249 0.119
C 1.222 -3.498 0.643
O 1.336 -3.677 2.099
C 2.612 -4.027 2.376
O 3.098 -4.123 3.449
O 3.344 -4.243 1.241
H 2.842 -6.251 -0.577
H 1.290 -5.621 -1.044
H 1.560 -6.202 0.636
H 2.932 -3.847 -0.733
H 0.242 -3.970 0.363
H 1.214 -2.449 0.347
C -6.372 -0.894 -2.611
C -5.080 -0.282 -2.077
C -4.747 1.152 -2.610
O -4.637 1.947 -1.405
C -4.907 1.199 -0.249
O -4.901 1.684 0.836
O -5.210 -0.018 -0.591
H -6.390 -0.941 -3.688
H -7.181 -0.137 -2.251
H -6.606 -1.894 -2.288
H -4.171 -0.861 -2.152
H -5.484 1.595 -3.267
H -3.851 1.080 -3.196
C -2.861 0.978 5.753
C -2.911 -0.247 4.803
C -3.237 0.370 3.453
O -2.605 -0.584 2.546
C -1.618 -1.232 3.227
O -0.890 -2.044 2.700
O -1.697 -0.995 4.534
H -3.864 1.495 5.834
H -2.137 1.762 5.456
H -2.637 0.721 6.825
H -3.615 -1.085 5.056
H -2.620 1.337 3.298
H -4.333 0.466 3.206
C 1.968 -1.179 4.915
C 1.978 0.171 4.305
C 3.224 0.969 4.373
O 3.708 1.093 3.069
C 2.815 0.613 2.187
O 2.941 0.786 1.025
O 1.727 0.034 2.800
H 0.961 -1.623 5.159
H 2.503 -1.143 5.874
H 2.472 -1.931 4.348
H 1.226 0.782 4.750
H 3.956 0.408 4.891
H 3.045 1.929 4.916
C -1.024 1.734 0.791
C -1.172 0.838 -0.438
C -0.034 -0.137 -0.598
O -0.693 -1.420 -0.431
C -2.004 -1.249 -0.448
O -2.751 -2.113 -0.693
O -2.388 0.023 -0.376
H -1.983 1.756 1.303
H -0.833 2.694 0.383
H -0.177 1.554 1.416
H -1.130 1.321 -1.378
H 0.693 -0.124 0.219
H 0.545 -0.097 -1.553
C -4.017 -5.185 1.870
C -3.839 -3.599 2.005
C -4.913 -2.732 1.366
O -5.726 -2.460 2.490
C -5.113 -2.678 3.648
O -5.540 -2.342 4.714
O -3.985 -3.395 3.453
H -4.199 -5.322 0.766
H -4.900 -5.488 2.385
H -3.159 -5.728 2.240
H -2.788 -3.266 1.763
H -5.494 -3.297 0.587
H -4.497 -1.873 0.908
C -3.137 4.306 0.264
C -2.549 4.271 -1.123
C -3.312 5.102 -2.241
O -2.508 6.351 -2.419
C -1.388 6.181 -1.776
O -0.494 6.978 -1.708
O -1.268 4.944 -1.096
H -3.672 3.474 0.491
H -3.702 5.167 0.568
H -2.243 4.253 0.922
H -2.380 3.245 -1.391
H -4.341 5.503 -2.098
H -3.214 4.547 -3.124
C 0.966 6.549 1.545
C 0.877 5.043 1.464
C 2.020 4.245 2.136
O 1.328 3.122 2.749
C 0.069 3.578 3.064
O -0.515 2.986 3.914
O -0.267 4.643 2.360
H 1.744 6.901 0.890
H 1.444 6.721 2.514
H 0.025 7.016 1.384
H 0.590 4.607 0.559
H 2.645 4.852 2.743
H 2.781 3.805 1.426
*
```

=====

3.
A cluster of 13 separate species, C52H78O39 in total. Source: the Open Molecules 2025 dataset; level of theory: ωB97M-V/def2-TZVPD.

Computed properties:
**HOMO-LUMO gap**: 9.4 eV
**HOMO energy**: -10.080 eV

Geometry as ORCA input:
```
! wB97M-V def2-TZVPD RIJCOSX def2/J DEFGRID3
* xyz 0 1
C -7.850 -1.124 1.156
C -7.443 -0.005 2.214
C -6.039 0.174 2.528
O -5.929 1.608 2.576
C -6.858 2.183 1.810
O -7.021 3.428 1.554
O -7.738 1.242 1.572
H -7.424 -0.793 0.209
H -8.920 -1.285 1.020
H -7.318 -2.065 1.298
H -8.076 -0.042 3.100
H -5.434 -0.337 1.779
H -5.763 -0.195 3.515
C -5.154 1.626 -3.190
C -3.928 0.856 -2.692
C -4.107 -0.638 -2.261
O -3.222 -1.482 -3.120
C -2.605 -0.655 -3.939
O -1.624 -0.844 -4.586
O -3.012 0.649 -3.734
H -5.697 2.258 -2.487
H -5.873 1.053 -3.776
H -4.843 2.330 -3.962
H -3.412 1.455 -1.942
H -5.181 -0.782 -2.142
H -3.725 -0.812 -1.254
C 1.038 -0.561 -1.555
C 0.466 -0.570 -0.216
C 0.742 0.252 1.071
O -0.547 0.653 1.401
C -1.530 0.152 0.649
O -2.747 0.195 0.846
O -0.917 -0.313 -0.459
H 0.935 0.446 -1.961
H 0.544 -1.316 -2.167
H 2.114 -0.709 -1.469
H 0.422 -1.581 0.187
H 1.370 1.138 0.977
H 1.222 -0.404 1.797
C 4.389 0.639 -3.442
C 5.897 1.135 -3.663
C 6.371 0.643 -4.993
O 6.008 1.686 -5.864
C 5.683 2.831 -5.194
O 5.534 4.006 -5.581
O 5.875 2.557 -3.899
H 4.404 -0.447 -3.535
H 3.703 0.928 -4.239
H 3.970 0.687 -2.437
H 6.467 0.717 -2.833
H 5.860 -0.233 -5.393
H 7.461 0.640 -5.034
C -3.696 -5.829 -2.990
C -2.984 -4.538 -2.675
C -3.345 -4.148 -1.242
O -2.110 -3.938 -0.619
C -1.069 -4.182 -1.444
O 0.060 -4.070 -1.058
O -1.556 -4.602 -2.600
H -3.596 -6.696 -2.337
H -3.599 -6.070 -4.048
H -4.748 -5.612 -2.804
H -3.241 -3.808 -3.443
H -3.997 -4.850 -0.722
H -3.853 -3.185 -1.188
C -0.871 2.577 -4.195
C -0.091 3.642 -4.991
C -0.704 3.967 -6.318
O -1.425 5.089 -6.038
C -0.843 5.749 -4.965
O -1.112 6.880 -4.519
O -0.203 4.838 -4.289
H -0.468 2.471 -3.187
H -0.758 1.579 -4.618
H -1.929 2.840 -4.202
H 0.972 3.404 -4.947
H -1.370 3.221 -6.752
H 0.003 4.250 -7.098
C 0.681 5.503 -0.770
C 1.926 4.775 -0.130
C 2.220 3.605 -1.075
O 3.651 3.705 -1.016
C 4.140 4.900 -0.705
O 5.382 5.280 -0.618
O 3.055 5.624 -0.143
H 0.234 6.070 0.046
H -0.134 4.896 -1.164
H 0.964 6.260 -1.502
H 1.886 4.512 0.927
H 1.854 3.741 -2.092
H 1.946 2.600 -0.754
C 4.071 -2.963 -2.838
C 2.888 -3.882 -3.313
C 1.701 -3.200 -3.964
O 1.736 -3.724 -5.289
C 2.608 -4.605 -5.420
O 2.927 -5.206 -6.444
O 3.412 -4.727 -4.258
H 3.843 -2.069 -2.257
H 4.521 -2.569 -3.749
H 4.738 -3.654 -2.323
H 2.510 -4.545 -2.535
H 1.981 -2.149 -4.033
H 0.727 -3.366 -3.504
C -4.630 5.561 2.612
C -3.674 4.449 2.714
C -3.133 3.770 1.459
O -1.805 3.639 1.604
C -1.387 4.427 2.662
O -0.230 4.518 2.993
O -2.421 4.912 3.285
H -5.562 5.001 2.538
H -4.418 6.256 1.799
H -4.601 6.118 3.549
H -4.039 3.730 3.448
H -3.437 4.404 0.625
H -3.787 2.947 1.172
C -2.444 -0.039 4.145
C -2.266 0.440 5.594
C -1.141 -0.331 6.406
O -0.148 0.683 6.571
C -0.572 1.899 6.074
O -0.051 2.906 6.411
O -1.769 1.748 5.491
H -2.628 -1.110 4.053
H -1.499 0.102 3.620
H -3.149 0.518 3.529
H -3.184 0.434 6.182
H -0.645 -1.057 5.762
H -1.500 -0.842 7.300
C 4.699 -4.861 2.198
C 5.277 -3.551 1.717
C 5.801 -3.477 0.266
O 5.306 -2.230 -0.054
C 4.409 -1.748 0.688
O 3.652 -0.773 0.489
O 4.218 -2.587 1.772
H 3.825 -5.358 1.778
H 4.485 -4.712 3.256
H 5.433 -5.667 2.194
H 6.086 -3.191 2.353
H 5.410 -4.196 -0.454
H 6.891 -3.468 0.293
C 0.677 -5.954 2.412
C 0.688 -4.445 2.024
C -0.645 -3.750 2.274
O -0.362 -2.599 3.040
C 0.958 -2.666 3.406
O 1.511 -1.859 4.111
O 1.462 -3.787 3.018
H 1.472 -6.463 1.866
H -0.341 -6.309 2.254
H 0.780 -6.175 3.474
H 1.050 -4.340 1.001
H -1.428 -4.303 2.792
H -1.131 -3.319 1.398
C 2.461 1.222 4.329
C 3.149 1.401 5.690
C 3.190 0.212 6.512
O 4.575 -0.008 6.678
C 5.313 0.992 6.132
O 6.534 1.100 6.210
O 4.465 1.789 5.553
H 3.020 0.536 3.693
H 2.464 2.215 3.880
H 1.494 0.734 4.449
H 2.574 2.096 6.303
H 2.658 -0.568 5.966
H 2.567 0.213 7.406
*
```

=====

Energies in kJ/mol, measured from the most stable structure: 1 691.9; 2 0.0; 3 633.9.